The following is a quantum chemistry calculation of a cluster of 3 separate species, C34H60ClF9IN3O10S in total, from the OMol25 dataset.

Geometry (Å):
H 0.736 -2.238 2.343
C -2.126 -2.725 -4.672
C 0.754 -1.149 2.332
C -0.216 -3.075 -0.287
H 1.913 5.696 3.403
H -4.648 -1.517 3.237
C 5.157 -1.295 3.274
F 2.221 5.654 -2.545
C 2.241 -3.947 -2.294
H 4.622 3.502 3.454
C -1.094 -5.264 -4.878
O 3.679 -0.666 -3.540
H 1.296 0.484 1.131
N -0.735 -7.513 -3.856
F 1.075 4.726 -0.901
F 0.963 3.920 -3.046
C -1.011 -4.607 -3.483
C 1.800 -0.624 3.337
C 1.851 -2.689 -1.842
C -5.358 1.464 2.693
F -1.367 4.152 0.171
H 0.779 -6.198 -4.617
S 0.701 5.307 -2.320
O 3.311 4.720 4.513
N -1.195 -4.538 1.394
H -0.684 -4.659 -5.685
H -0.176 0.385 -0.517
H 3.456 5.448 2.565
H -2.431 -0.465 -3.322
H -3.962 0.280 -1.627
H -2.647 0.800 -0.526
H -3.904 2.139 -2.861
H -3.239 2.899 -0.358
H -0.318 -7.243 -2.972
H -4.082 -2.118 1.650
H 4.383 7.125 4.362
C -0.100 -0.606 -0.065
H -2.375 -1.553 -0.777
F -0.609 2.651 -1.278
H -0.261 -3.949 -0.937
C 1.075 -0.567 0.929
C -1.130 4.867 -2.097
H -6.239 1.987 2.307
H 6.639 4.336 4.637
C 2.734 4.996 3.250
H 1.403 0.261 3.838
C -1.394 -3.254 0.672
H 6.073 7.649 4.616
C 4.100 -0.230 3.528
C -2.883 3.235 -1.331
C 0.063 -2.194 -3.561
H -5.092 0.168 5.693
C -2.943 0.667 -1.568
C -4.870 0.496 1.637
F 0.375 5.943 -3.746
C -1.421 3.718 -1.097
H -4.776 1.875 5.333
C -2.000 -0.255 -2.339
N 0.762 -1.766 -2.264
I 1.361 -2.645 -5.187
H -4.591 2.212 2.914
H -3.798 0.596 4.558
H -5.637 -0.249 1.411
O -3.298 -3.068 -4.527
H 2.308 -2.427 -0.892
F -1.637 4.586 -3.290
F -1.767 5.947 -1.644
F 0.500 6.740 -1.679
O -2.028 -2.767 -2.311
H 2.017 -1.006 0.614
O -1.637 -2.143 -5.673
H -1.072 0.299 -2.525
H 5.022 -2.121 3.968
H 6.125 -0.818 3.415
H 5.335 7.760 3.006
H -2.089 -4.747 1.829
H -2.921 -1.794 2.955
C -3.849 -1.459 2.494
H 4.541 3.256 5.202
H -1.853 -5.013 -2.918
C -1.691 -1.599 -1.623
C 5.381 7.166 3.918
C -4.797 0.865 4.911
H -2.175 2.058 -3.038
H -1.004 -0.639 0.544
Cl 3.875 -0.146 -1.019
H 2.334 4.078 2.806
O 4.226 0.585 4.408
H 5.646 5.445 5.595
O 3.031 -0.273 2.678
C -0.240 -6.547 -4.858
H -3.458 4.092 -1.677
H -1.094 -5.270 0.695
H -1.449 -2.484 1.439
C 4.543 4.016 4.416
H 1.885 -4.846 -1.782
C 3.010 -0.490 -2.571
H -0.189 -0.698 2.650
C -2.974 2.041 -2.298
H -0.109 -4.985 -2.982
C 1.456 -0.452 -2.565
C 5.724 4.936 4.630
C -0.233 -1.747 -1.095
H 5.124 -1.644 2.242
O -3.654 -0.132 2.030
O -5.759 0.787 3.873
H 1.276 -0.072 -3.569
O 5.854 5.877 3.572
H -0.389 -1.286 -3.965
H -0.318 -8.409 -4.088
H 1.224 0.398 -1.922
H -2.128 -5.502 -5.120
H 2.019 -1.382 4.094
H 0.636 -3.126 0.389
H -4.661 1.054 0.719
H -2.365 -3.313 0.175
H -0.194 -6.966 -5.862
C -1.191 -3.079 -3.432
H 2.915 -4.097 -3.129

Properties
- total energy (eV) = -117080.5130
- F_max (eV/Å) = 3.1
- orbital gap (eV) = 5.567
- LUMO energy (eV) = -2.220
- SMILES = C=C[N@@+]1(CC(=O)Cl)[C@@H](I)[C@](CCCN)(C(=O)[O-])O[C@H](CCCCC(F)(F)C(F)(F)S(F)(F)(F)(F)F)[C@]1(CCN)CCCCOC(C)=O.COCCOC.COCCOC
- multiplicity = 1

The following is a quantum chemistry calculation of a structure of composition C34H60N2O2PbSi, from the OMol25 dataset.

Geometry (Å):
H 0.927 -1.423 -4.195
C 2.808 -0.804 2.937
C -3.758 1.932 0.525
C -1.820 4.668 3.121
H -1.247 -4.253 -0.070
H 1.975 1.015 6.309
H -0.694 4.088 -2.083
O -0.732 -0.253 -3.832
C 1.482 0.658 -4.263
H -1.244 -0.575 -1.741
C 2.669 -1.416 0.590
H -0.813 -3.073 2.600
H -0.991 -4.472 -4.241
H 2.157 -4.778 1.001
C -0.495 4.675 2.684
H 2.394 0.463 -4.832
C -1.403 2.254 -1.153
N 0.490 1.151 3.335
H -2.973 1.706 1.256
H -1.456 0.621 5.088
C 3.639 -1.057 -1.601
H 1.945 2.663 1.712
H -0.008 -2.066 3.841
C 2.882 -3.264 -0.951
H -1.721 -1.740 3.374
H 2.512 1.483 -0.159
C 3.447 0.911 -0.051
H 4.113 -0.390 -2.323
H -0.735 -2.776 -4.690
H -2.430 5.568 3.026
H -1.587 2.077 -4.876
H -1.657 -5.386 -1.392
C -0.586 -3.513 -3.891
H 4.131 -2.512 2.801
C 0.501 -0.464 -4.544
H 3.713 -2.792 -2.888
H 2.746 -4.327 -1.170
H 0.492 -3.634 -3.721
C -1.906 -0.046 -4.644
H -1.195 2.814 -3.209
H -2.734 0.028 -3.921
H -3.750 0.076 -0.608
H 0.360 1.676 6.002
C -1.427 3.292 -2.249
H -1.563 2.709 -0.161
H 3.835 1.074 0.964
H -3.087 1.314 4.933
H -2.767 1.367 -5.981
H -2.093 -0.936 -5.281
O -2.357 1.228 -1.472
C -0.852 -1.531 -1.317
C 3.251 -0.545 -0.362
H 0.936 -3.625 1.556
C -1.604 2.350 3.801
C -3.607 1.154 -0.778
H -0.423 1.749 -1.131
H 4.801 -1.002 2.154
C 3.422 -2.404 -1.909
C -0.270 2.359 3.346
Si -1.432 -3.050 -2.276
H -3.636 -3.592 -3.250
H -3.456 -1.827 -3.123
C 1.366 1.559 5.580
C -3.263 -2.782 -2.613
H 4.648 -1.227 3.911
C 1.370 0.804 4.273
H 1.945 4.442 1.816
C -1.809 1.202 -5.489
C 0.288 3.529 2.794
H -4.717 1.666 0.981
H 0.016 -4.783 -1.213
C 1.721 3.520 2.364
N 2.126 -0.864 1.793
C -2.358 3.520 3.706
H 1.077 1.627 -4.580
H -1.296 -1.664 -0.311
H -4.382 1.479 -1.485
H 2.544 -3.650 2.307
H 0.303 -0.547 -5.631
H -2.411 0.346 3.607
C 2.009 -3.749 1.353
C 2.519 -2.795 0.313
H -1.034 1.090 -6.251
H -0.046 5.569 2.245
H 4.172 1.349 -0.750
Pb -0.189 -0.464 1.615
C -1.048 -4.507 -1.124
C -0.736 -2.071 3.028
H 0.241 -1.480 -1.254
H 1.740 0.707 -3.199
H 2.405 3.468 3.226
H 2.916 -0.429 5.009
H -2.411 3.769 -2.314
H -3.381 3.507 4.087
H 1.804 2.561 5.467
C -2.162 1.089 4.384
H -3.833 -2.787 -1.672
C 2.349 -0.190 4.110
H -3.777 3.013 0.350
C 4.174 -1.426 2.949

Properties
- total energy (eV) = -56432.0541
- F_max (eV/Å) = 1.7
- orbital gap (eV) = 8.076
- LUMO energy (eV) = 0.712
- multiplicity = 1

The following is a quantum chemistry calculation of a cluster of 4 separate species, C34H61F13N5O3 in total, from the OMol25 dataset.

Geometry (Å):
F -5.041 3.610 1.572
H 3.453 -1.034 -2.732
C 0.706 1.409 -0.842
H -1.228 1.413 3.318
O 2.255 -0.378 1.172
H 0.957 -6.220 1.840
H 0.501 -8.620 1.492
H -7.659 5.273 -0.587
H 4.809 -1.661 2.910
N 1.265 -5.766 -0.215
H 2.004 -4.232 2.002
N -6.936 7.377 -2.283
H 2.362 -1.766 2.771
C 2.191 -3.741 1.046
H 9.368 -3.477 0.692
C 8.607 -3.493 -0.092
C -5.042 0.391 1.469
H 0.104 -4.632 -1.520
O 2.121 1.543 -1.000
C 1.151 0.304 1.452
H -0.894 -5.053 1.356
H 10.163 -3.064 -1.569
F -4.923 -1.757 -0.812
H -2.765 3.549 2.257
C 0.386 -7.921 0.663
H -6.098 4.724 -1.222
H 9.149 -1.172 1.088
F -3.426 -0.438 2.945
H 2.193 -1.200 -1.448
C 5.741 -3.461 -0.865
C -0.886 -4.547 0.389
H 3.261 -5.244 -0.039
H 7.701 -0.335 0.624
H 0.273 0.682 -1.539
N -0.645 1.608 1.333
H -4.034 7.844 -0.480
H 5.372 -3.680 0.139
H -8.598 9.838 -0.601
C -7.130 4.953 -1.486
N 0.512 0.333 2.695
H 3.136 -3.196 1.139
H 1.411 -2.997 0.874
H -1.918 -4.495 0.048
H -0.672 -7.661 0.605
C 0.449 1.078 0.612
H -1.240 3.462 0.510
F -2.785 -2.592 1.834
C 8.439 -1.061 0.263
F -3.897 3.529 -0.255
C -2.918 2.628 1.679
H -7.833 7.505 -0.358
C -0.033 -5.280 -0.649
H -7.872 9.949 -2.206
H 4.878 -3.284 -1.511
H 10.099 -0.956 -1.154
H 6.021 -1.375 -0.570
H -8.904 7.727 -1.733
F -5.264 1.031 2.641
C -7.901 7.952 -1.362
H -5.407 8.767 -2.146
F -4.342 1.065 -0.759
H -0.548 -3.521 0.534
C -4.887 1.511 0.383
C 4.346 -1.335 1.972
C 2.591 0.804 -2.114
H -4.721 6.236 -0.603
C -4.071 -2.486 -0.097
C -1.671 2.491 0.763
F -2.876 -2.429 -0.683
O 2.626 1.332 -3.190
H 0.669 -8.437 -0.255
H 4.883 -0.433 1.658
H 4.354 -2.116 1.209
C -7.214 5.989 -2.613
H -6.553 5.678 -3.427
H -1.985 2.030 -0.180
C 6.638 -2.232 -0.863
C -5.543 7.690 -2.019
C 9.166 -0.441 -0.934
F -2.720 -0.142 0.922
C -7.791 9.464 -1.232
H 9.423 0.596 -0.707
F -4.487 -3.752 -0.127
C -0.524 1.140 2.543
H -3.000 1.825 2.411
H 2.336 -4.185 -1.055
H 0.299 2.416 -1.014
H 8.013 -4.383 0.130
H 6.972 -2.036 -1.893
H 8.616 -3.536 -2.287
H 3.834 -0.560 -1.054
H -0.610 -6.124 -1.035
F -4.888 -2.611 2.164
H 0.734 -0.137 3.559
C -3.794 -0.532 1.643
H -8.222 5.944 -3.038
H -4.926 7.247 -2.806
H 8.551 -0.431 -1.834
H -7.589 4.018 -1.814
C 9.292 -3.704 -1.447
N 7.749 -2.327 0.063
H 3.021 -0.117 3.086
C -4.964 7.297 -0.653
C 2.916 -0.920 2.340
C 3.045 -0.614 -1.811
C 2.291 -4.743 -0.115
C 1.262 -6.700 0.897
C -4.211 2.831 0.877
F -6.167 -0.279 1.224
H 6.254 -4.344 -1.247
H -6.851 9.769 -0.768
H 2.285 -7.055 1.048
H -5.638 7.540 0.171
H 9.644 -4.735 -1.520
F -6.148 1.858 0.044
C -3.956 -2.061 1.396

Properties
- total energy (eV) = -85160.0425
- F_max (eV/Å) = 2.9
- charge = +1
- orbital gap (eV) = 6.746
- LUMO energy (eV) = -2.751
- multiplicity = 1

The following is a quantum chemistry calculation of a structure of composition C34H64BF4N5O5P4ScTe, from the OMol25 dataset.

Geometry (Å):
C -0.593 5.245 -1.009
H 3.978 -0.146 -3.625
H -1.443 -0.871 5.379
P -2.413 -1.882 2.658
H 3.503 0.041 -1.908
O -1.657 -1.147 -2.379
C 4.411 -1.912 0.638
H -2.547 3.187 -5.195
Sc -1.036 0.215 -0.957
N -2.165 3.391 -3.134
H -2.093 -4.532 4.832
H -4.454 -3.676 4.442
C 3.717 0.598 -2.829
N 0.844 -0.215 -4.419
C -1.395 -2.610 4.016
H -0.329 -0.390 -6.156
H 4.106 -4.031 0.636
H 0.825 0.208 3.572
C 1.634 0.956 3.446
H -4.638 -1.915 1.907
C 1.173 2.320 3.940
C -1.246 -4.688 -0.658
H -1.030 -2.452 6.115
C 2.300 -3.008 1.039
C -4.818 -1.022 3.863
H -4.886 -0.054 3.364
F -5.170 0.978 -1.085
H 3.451 -0.162 3.685
H 0.900 4.980 -3.848
P 1.037 0.819 -3.181
H 3.830 2.899 -4.125
C -1.675 -1.955 5.375
H 0.343 2.721 3.383
H 3.264 2.017 0.117
H -4.264 3.649 -3.041
H 1.019 -1.978 -3.112
Te -1.941 0.430 2.515
P -0.824 3.000 -2.355
C -2.145 3.927 -4.514
O 0.252 2.263 -3.381
H 2.745 4.314 0.430
H -1.141 4.194 -4.821
H -5.850 -1.297 4.074
H 0.707 -3.869 -0.701
N -0.022 4.358 -2.013
H 5.169 2.568 1.356
H 3.148 1.782 -5.304
H 0.253 5.753 -0.506
O -1.044 2.229 -1.095
H 1.199 5.961 -2.323
H 1.754 -3.940 1.102
H -2.781 4.805 -4.571
H 6.463 -1.360 1.049
H 1.247 3.482 0.715
C -4.211 -2.104 2.912
H -4.333 -4.011 -1.688
H -4.257 -0.933 4.794
C 2.840 0.542 4.249
H 1.956 3.105 3.981
C 2.907 2.313 -4.347
C 3.017 2.279 1.172
N 2.585 1.423 -3.243
H 6.020 -1.343 -0.662
C 0.577 0.130 -5.863
O 0.892 0.321 -1.769
C -1.375 -4.135 4.078
C 2.436 -0.590 1.144
H -0.358 -4.492 4.382
C 4.276 2.257 2.012
H 4.198 2.992 2.821
C 5.849 -1.893 0.274
H -0.380 -2.264 3.689
H -3.955 -3.134 0.630
F -3.059 0.397 -0.236
H -1.012 -5.575 -1.249
H 2.484 0.071 5.199
C 3.647 -3.065 0.787
H 4.584 1.306 2.434
O -1.395 0.127 -2.896
H 0.495 1.213 -6.017
H -3.802 2.017 -3.087
H 0.218 -2.235 -4.679
C -2.920 -3.406 0.451
H 1.980 4.407 -2.552
H 6.304 -2.884 0.158
H 1.390 -0.237 -6.504
H 4.571 1.233 -2.620
C -0.274 -3.793 -0.243
N 0.270 -1.591 0.679
C 3.800 -0.674 0.831
H -1.280 5.960 -1.477
C -4.483 -3.534 3.339
H 3.465 1.400 4.539
F -4.873 -1.038 0.016
B -4.597 0.306 -0.048
C -3.478 2.957 -2.656
H -2.760 -2.064 5.640
C -2.589 -4.314 -0.553
H 0.843 2.212 5.005
P 1.703 0.973 1.583
H 2.135 4.090 2.084
H -3.834 -4.273 2.836
H 2.125 3.061 -4.503
C -3.670 -4.847 -1.426
H -4.236 -5.638 -0.893
C 1.039 -1.679 -4.183
C -0.565 -2.700 0.591
H -1.616 -4.622 3.104
H -3.600 2.942 -1.553
C 1.579 -1.767 0.952
H 4.406 0.207 0.701
C 2.250 3.605 1.113
H 2.013 -1.984 -4.571
H -1.150 4.696 -0.252
C 1.079 4.937 -2.766
H -5.504 -3.800 3.064
H -3.300 -5.289 -2.376
F -4.818 0.929 1.152
C -1.919 -2.677 1.111

Properties
- total energy (eV) = -130692.5553
- F_max (eV/Å) = 3.5
- charge = -1
- orbital gap (eV) = 5.366
- LUMO energy (eV) = 2.055
- multiplicity = 1